# 1
Density functional theory data (ωB97M-V with the def2-TZVPD basis set) for an isolated ion of composition C5H13NP and charge +1.

CARTESIAN COORDINATES (ANGSTROEM)
C  3.081  0.195  0.437
P  1.715  -0.172  -0.744
C  0.365  -0.630  0.483
C  -1.050  0.059  -0.042
N  -0.777  1.434  -0.510
C  -2.046  -0.749  -0.801
C  -2.362  -0.261  0.588
H  3.994  0.376  -0.133
H  3.241  -0.633  1.126
H  2.850  1.100  0.997
H  2.120  -1.472  -1.059
H  0.197  -1.700  0.559
H  0.582  -0.227  1.471
H  -1.525  1.781  -1.124
H  0.139  1.351  -1.034
H  -0.650  2.088  0.275
H  -1.849  -1.799  -0.951
H  -2.560  -0.293  -1.635
H  -3.089  0.527  0.702
H  -2.376  -0.975  1.395

Cartesian forces, eV/Å:
C -0.01 0.08 -0.27
P 0.20 -0.30 0.87
C -2.16 1.46 -1.18
C 2.20 -1.74 1.09
N -0.01 0.16 -0.03
C -0.04 0.08 -0.13
C -0.01 0.16 -0.01
H -0.03 -0.02 0.09
H 0.02 0.05 -0.01
H 0.02 0.03 0.03
H -0.08 -0.13 -0.35
H -0.02 -0.03 0.02
H 0.07 -0.02 0.04
H 0.33 0.01 0.15
H -0.44 0.28 -0.01
H -0.09 -0.17 -0.29
H 0.13 -0.06 0.04
H -0.10 0.12 -0.05
H -0.11 0.12 -0.08
H 0.13 -0.06 0.07

- Frontier orbital gap: 10.17 eV
- E_tot: -16167.0395 eV
- Spin multiplicity: 1
- LUMO energy: -3.26 eV
- SMILES: CPCC1([NH3+])CC1
- Energy relative to the best compared isomer or geometry (same formula, charge and spin): 0.584 eV
- Net charge: +1
- Largest force on an atom: 0.0586 Eh/bohr

Results of the Mulliken charge analysis, in e, for atoms 1 through 4: atom 1 (C): -1.0158, atom 2 (P): -0.0538, atom 3 (C): -0.9596, atom 4 (C): 0.3932

***

# 2
Density functional theory data (ωB97M-V with the def2-TZVPD basis set) for C19H24N2O6 in the gas phase.

CARTESIAN COORDINATES (ANGSTROEM)
C  -6.735  -1.001  1.067
O  -5.441  -1.556  1.156
C  -4.357  -0.941  0.609
C  -3.223  -1.738  0.564
C  -2.060  -1.210  0.034
N  -0.838  -1.787  -0.086
C  0.040  -0.898  -0.651
C  1.391  -1.392  -0.973
O  1.546  -2.572  -1.257
N  2.419  -0.503  -0.995
C  2.460  0.747  -0.276
C  3.350  0.622  0.965
C  4.759  0.149  0.579
C  4.656  -1.160  -0.217
C  3.726  -0.965  -1.413
O  5.553  -0.074  1.735
C  6.554  0.917  1.790
C  6.700  1.335  0.325
O  5.395  1.167  -0.177
C  -0.626  0.272  -0.922
C  -1.975  0.109  -0.490
C  -3.136  0.902  -0.455
O  -3.257  2.184  -0.909
C  -2.251  2.745  -1.712
C  -4.305  0.380  0.113
O  -5.437  1.187  0.151
C  -5.376  2.247  1.083
H  -6.971  -0.683  0.051
H  -6.864  -0.156  1.749
H  -7.407  -1.806  1.367
H  -3.272  -2.744  0.945
H  -0.598  -2.741  0.122
H  1.457  1.032  0.033
H  2.877  1.516  -0.934
H  2.932  -0.105  1.662
H  3.422  1.589  1.465
H  4.270  -1.934  0.446
H  5.648  -1.455  -0.558
H  3.592  -1.907  -1.946
H  4.154  -0.213  -2.084
H  7.455  0.476  2.215
H  6.223  1.762  2.409
H  6.991  2.376  0.188
H  7.404  0.677  -0.203
H  -0.194  1.119  -1.413
H  -1.360  2.988  -1.125
H  -2.677  3.666  -2.109
H  -1.983  2.085  -2.540
H  -5.217  1.871  2.101
H  -6.342  2.747  1.026
H  -4.584  2.957  0.835

Cartesian forces, eV/Å:
C -0.43 0.05 -0.04
O 0.35 0.09 0.03
C 0.36 -0.23 -0.08
C -0.28 0.06 0.07
C -0.47 0.47 -0.05
N 0.30 -0.22 0.04
C -0.39 0.38 -0.08
C 0.24 0.03 -0.21
O -0.11 -0.18 0.13
N -0.08 -0.08 -0.12
C -0.05 0.34 0.42
C 0.41 0.03 -0.26
C -0.57 -0.44 0.07
C 0.03 0.48 0.04
C 0.22 -0.39 -0.12
O -0.13 -0.18 -0.14
C 0.09 0.42 -0.12
C 0.39 -0.19 0.26
O -0.34 0.02 -0.04
C 0.56 -0.25 -0.04
C -0.25 -0.18 0.10
C -0.33 -0.11 0.12
O -0.20 -0.41 0.27
C 0.23 0.16 -0.17
C -0.21 0.49 -0.01
O 0.38 -0.44 -0.28
C 0.01 0.18 0.23
H -0.02 -0.04 0.09
H 0.01 -0.04 -0.07
H 0.03 0.07 -0.02
H -0.04 -0.15 0.07
H -0.01 0.04 -0.06
H 0.16 0.04 -0.10
H -0.12 0.02 0.03
H -0.05 -0.01 0.01
H 0.04 0.01 0.06
H -0.02 -0.06 0.00
H 0.06 -0.01 0.03
H 0.07 0.19 0.00
H -0.02 -0.07 -0.01
H -0.01 0.08 -0.02
H 0.09 -0.07 -0.05
H 0.05 -0.06 0.02
H -0.03 0.10 0.05
H 0.11 0.11 -0.04
H -0.03 -0.02 -0.06
H 0.09 -0.07 0.00
H 0.00 0.03 0.02
H -0.04 0.00 -0.06
H 0.03 0.04 0.07
H -0.07 -0.04 0.02

- Frontier orbital gap: 8.07 eV
- E_tot: -35356.5705 eV
- Spin multiplicity: 1
- LUMO energy: 0.65 eV
- SMILES: COc1cc2[nH]c(C(=O)N3CCC4(CC3)OCCO4)cc2c(OC)c1OC
- Energy relative to the best compared isomer or geometry (same formula, charge and spin): 3.368 eV
- Net charge: 0
- Largest force on an atom: 0.0141 Eh/bohr

Results of the Mulliken charge analysis, in e, for atoms 1 through 4: atom 1 (C): -0.7275, atom 2 (O): -0.4575, atom 3 (C): 0.5092, atom 4 (C): -1.2831

***

# 3
Density functional theory data (ωB97M-V with the def2-TZVPD basis set) for C10H31InO6 as an isolated structure.

CARTESIAN COORDINATES (ANGSTROEM)
In  14.651  21.160  22.127
O  16.484  23.024  21.055
H  16.934  23.255  20.220
C  17.350  27.438  22.636
C  17.903  26.044  22.520
O  16.927  25.104  22.938
H  17.988  28.136  22.095
H  17.360  27.651  23.705
H  16.340  27.492  22.229
H  18.786  25.908  23.144
H  18.121  25.742  21.496
H  16.874  24.405  22.282
C  20.731  23.561  18.997
C  19.657  24.078  19.927
O  19.273  23.076  20.798
H  20.914  24.317  18.234
H  20.640  22.589  18.512
H  21.706  23.422  19.464
H  18.795  24.333  19.310
H  19.961  24.970  20.476
H  18.318  23.100  20.899
C  13.492  26.400  19.094
C  14.562  25.778  20.037
O  14.953  24.540  19.464
H  13.773  26.320  18.044
H  13.248  27.401  19.448
H  12.562  25.833  19.118
H  14.267  25.652  21.078
H  15.293  26.586  20.028
H  15.533  24.052  20.053
C  17.021  21.135  17.844
C  17.284  20.443  19.217
O  16.054  19.924  19.710
H  16.409  20.541  17.165
H  17.898  21.265  17.210
H  16.475  22.079  17.861
H  17.804  21.046  19.962
H  17.987  19.632  19.026
H  15.768  19.275  19.063
C  12.317  20.439  18.675
C  13.213  21.582  18.212
O  13.882  22.069  19.358
H  11.931  19.924  17.795
H  11.504  20.883  19.248
H  12.812  19.739  19.349
H  12.683  22.418  17.756
H  13.916  21.181  17.482
H  14.360  22.862  19.106

Cartesian forces, eV/Å:
In 0.43 -0.10 -0.10
O 1.47 1.04 0.27
H -0.78 -0.50 -0.06
C -0.35 0.60 1.05
C -1.14 -1.33 -1.79
O 0.86 2.22 1.82
H 0.22 -0.12 0.08
H -0.28 0.59 -0.14
H 0.09 -0.06 0.08
H 0.38 -0.02 0.68
H 0.42 0.20 -0.09
H -0.68 -2.32 -1.78
C 2.26 -0.01 0.01
C -0.59 -1.89 -2.00
O 2.35 0.38 0.10
H -0.22 0.25 -0.04
H -1.18 0.01 0.19
H 0.12 0.36 0.39
H -0.55 0.62 0.22
H 0.57 0.42 0.44
H -2.47 -0.56 0.90
C -0.57 -1.06 1.03
C -1.34 1.31 -1.21
O -0.01 -0.31 -0.84
H 0.56 0.56 0.18
H 0.15 0.07 -0.45
H -0.15 -0.10 0.35
H -0.47 -0.12 -0.01
H 1.10 -0.55 -0.06
H 0.22 -0.01 0.95
C 0.18 -0.04 0.00
C 0.22 -0.02 -2.05
O -0.08 0.64 0.79
H -0.18 -0.64 0.33
H 0.37 0.21 0.43
H 0.15 0.35 0.49
H -0.61 0.19 0.09
H -0.08 -0.29 0.04
H -0.15 -0.37 0.01
C -0.13 0.66 -0.45
C -1.11 -1.68 2.66
O -0.58 -1.35 -1.26
H -0.15 -0.10 0.22
H -0.32 -0.11 -0.12
H 0.27 -0.05 -0.26
H 0.04 0.56 -0.51
H 0.85 0.30 -0.55
H 0.89 2.14 -0.04

- Frontier orbital gap (spin up / spin down): 4.74 / 4.20 eV
- E_tot: -28292.7891 eV
- Spin multiplicity: 2
- LUMO energy (spin up / spin down): -14.48 / -14.87 eV
- Net charge: +3
- Largest force on an atom: 0.0649 Eh/bohr

Results of the Mulliken charge analysis, in e, for atoms 1 through 4: atom 1 (In): 0.9430, atom 2 (O): -1.0737, atom 3 (H): 0.1481, atom 4 (C): -1.1101

***

no.,molecular weight (g mol⁻¹)
1,118.1
2,376.4
3,362.2